Record 1
C53H61BeClGe2O3S4Si | wB97M-V/def2-TZVPD

## Properties
2S+1   1
E_tot   -8793.5411 a.u.
Charge   -2
HOMO-LUMO gap   6.3034 eV
Energy relative to the best compared isomer or geometry (same formula, charge and spin)   19.34 kcal per mole

Atoms and positions in Å:
Ge  -1.235  0.501  -0.785
Ge  1.491  0.132  0.327
Cl  1.458  6.614  -0.360
S  0.842  0.459  -1.857
S  -1.810  2.361  0.134
S  1.625  2.074  1.240
S  -0.440  -1.059  0.731
Si  -1.972  1.262  4.066
O  -0.946  1.821  3.012
O  0.320  6.296  2.297
O  -0.263  4.163  2.122
C  -3.128  -2.263  -0.949
C  3.923  -0.674  -2.990
C  -3.465  -1.205  -1.927
C  3.845  2.450  3.840
C  4.027  -0.631  1.684
C  -2.788  3.315  -2.792
C  -4.162  0.570  -3.925
C  -1.967  -4.310  -0.476
C  2.410  3.081  5.794
C  -2.199  -3.239  -1.322
C  2.131  -3.575  -1.319
C  2.904  -2.421  -1.485
C  -4.868  -1.381  0.652
C  -2.633  -4.429  0.736
C  -2.354  -5.601  1.633
C  3.214  -0.945  0.590
C  1.836  -4.099  0.052
C  -3.818  -2.377  0.254
C  0.092  5.622  -3.689
C  -4.550  -1.468  -2.760
C  3.664  -1.897  -0.321
C  1.641  -4.233  -2.434
C  -0.419  3.230  -4.235
C  -1.176  2.077  -4.103
C  3.123  -1.920  -2.767
C  -2.720  -0.041  -2.084
C  -3.553  -3.457  1.087
C  -4.088  3.434  -2.055
C  1.865  -3.756  -3.719
C  -0.796  4.415  -3.615
C  2.586  -2.584  -3.863
C  -1.367  1.368  5.886
C  5.715  -2.179  0.925
C  -2.412  -0.573  3.722
C  5.166  2.099  1.777
C  4.909  -2.502  -0.146
C  5.263  -1.251  1.842
C  4.224  1.585  2.826
C  -2.334  2.107  -3.319
C  2.145  -1.463  3.728
C  2.398  0.798  4.751
C  -2.003  4.450  -2.941
C  2.905  2.085  4.790
C  -3.644  2.211  4.062
C  -0.771  0.816  -4.806
C  -3.087  0.854  -3.091
C  -1.475  -3.130  -2.627
C  2.750  -0.091  3.748
C  0.773  5.117  0.247
C  3.642  0.318  2.755
C  0.240  5.245  1.691
C  -4.902  -0.586  -3.761
C  1.342  -4.511  -4.910
Be  -0.390  2.624  1.846
H  0.498  3.197  -4.808
H  3.235  0.156  -3.156
H  -3.511  3.234  4.400
H  -3.033  -5.607  2.483
H  1.707  -4.070  -5.834
H  -1.110  -4.105  -2.944
H  3.232  3.649  6.234
H  -0.618  -2.464  -2.517
H  2.871  -2.209  3.403
H  -1.574  -1.234  3.919
H  -0.348  0.113  -4.090
H  1.501  -5.135  0.009
H  -4.707  -1.054  1.678
H  -2.461  -6.539  1.085
H  1.746  3.778  5.281
H  -2.117  -2.714  -3.402
H  5.995  2.633  2.242
H  -5.111  -2.381  -2.609
H  -3.880  3.670  -1.014
H  4.565  -0.776  -3.866
H  1.094  5.366  -3.352
H  -0.015  1.028  -5.560
H  5.557  1.302  1.150
H  -5.745  -0.799  -4.407
H  -1.630  0.341  -5.281
H  1.046  -3.494  0.498
H  -4.084  -3.535  2.027
H  -2.336  5.372  -2.484
H  -4.043  2.259  3.053
H  0.163  5.992  -4.715
H  1.841  2.592  6.582
H  5.230  -3.242  -0.868
H  1.080  -5.150  -2.298
H  -4.422  1.277  -4.703
H  -1.126  2.391  6.157
H  -5.859  -1.838  0.593
H  5.861  -0.994  2.706
H  -0.481  0.770  6.065
H  -4.395  1.748  4.700
H  1.778  -1.729  4.719
H  -0.282  6.418  -3.050
H  4.530  -0.435  -2.121
H  2.758  -2.184  -4.854
H  -1.254  -5.070  -0.767
H  1.653  -5.557  -4.870
H  4.260  3.449  3.861
H  -4.648  2.504  -2.083
H  -3.257  -0.917  4.315
H  6.676  -2.661  1.056
H  -2.656  -0.694  2.672
H  -2.138  1.018  6.568
H  -0.035  4.813  -0.420
H  -4.845  -0.508  0.005
H  4.624  2.798  1.139
H  1.300  -1.491  3.037
H  0.253  -4.486  -4.928
H  1.557  4.361  0.232
H  2.712  -4.034  0.696
H  1.687  0.485  5.502
H  -4.693  4.234  -2.485
H  -1.332  -5.545  2.009

---

Record 2
C39H34N6O4PW | wB97M-V/def2-TZVPD

## Properties
2S+1   3
E_tot   -2544.4743 a.u.
Charge   +1
⟨S²⟩   2.020
HOMO-LUMO gap (spin up / spin down)   6.0562 / 6.5438 eV
Energy relative to the best compared isomer or geometry (same formula, charge and spin)   36.97 kcal per mole

Atoms and positions in Å:
W  0.047  -0.064  0.162
P  1.691  -1.535  1.649
O  1.757  2.723  1.923
O  0.513  0.892  2.013
O  -3.834  -1.227  -0.639
O  0.864  3.936  -0.574
N  -1.296  -1.068  1.918
N  -0.264  1.911  -0.416
N  -1.888  0.042  -0.666
N  -2.339  2.055  2.772
N  -0.406  -2.003  -0.826
N  1.810  0.577  -0.914
C  4.225  -2.289  0.733
C  -2.625  -1.098  -0.688
C  0.033  -4.487  3.996
C  4.091  0.298  -1.563
C  3.428  -0.291  5.164
C  5.174  -3.149  0.201
C  3.512  0.378  2.477
C  -1.560  2.363  -0.706
C  -4.189  2.889  -1.423
C  0.825  2.115  2.407
C  -2.477  1.310  -0.851
C  2.054  1.895  -0.737
C  -0.003  -4.336  -1.187
C  4.294  1.071  3.385
C  4.361  1.632  -1.268
C  -1.969  3.677  -0.915
C  3.313  2.444  -0.879
C  -3.287  3.929  -1.267
C  -1.749  -3.074  3.231
C  -0.010  2.696  3.544
C  2.637  -0.982  4.258
C  4.253  0.735  4.730
C  0.828  2.730  -0.526
C  0.526  -2.566  2.609
C  -1.353  -4.626  -1.056
C  2.941  -2.743  1.037
C  -1.728  -2.286  -0.796
C  3.589  -4.945  0.270
C  2.636  -4.084  0.792
C  4.858  -4.479  -0.036
C  -1.322  -4.193  3.922
C  -1.416  3.155  3.093
C  -2.228  -3.568  -0.875
C  0.946  -3.677  3.345
C  -0.833  -2.249  2.586
C  2.682  -0.656  2.907
C  2.818  -0.186  -1.371
C  -3.792  1.576  -1.218
C  0.423  -3.031  -1.058
H  -3.037  2.388  2.113
H  -5.211  3.096  -1.709
H  2.000  -3.914  3.401
H  3.518  0.673  1.434
H  0.373  -5.353  4.548
H  2.580  -1.215  -1.600
H  4.862  -0.364  -1.930
H  -2.855  1.813  3.613
H  5.598  -5.149  -0.453
H  4.914  1.889  3.045
H  -2.295  -1.129  1.752
H  -1.830  3.773  3.893
H  -3.299  -3.704  -0.817
H  -3.605  4.952  -1.420
H  4.850  1.287  5.444
H  -1.302  3.792  2.213
H  3.337  -5.985  0.110
H  -2.803  -2.823  3.199
H  -2.046  -4.822  4.422
H  4.501  -1.263  0.930
H  -1.259  4.481  -0.812
H  -1.715  -5.644  -1.107
H  1.651  -4.465  1.015
H  -0.096  1.965  4.351
H  0.525  3.571  3.907
H  5.362  2.031  -1.354
H  1.980  -1.762  4.617
H  0.724  -5.113  -1.374
H  3.395  -0.554  6.213
H  1.473  -2.803  -1.159
H  -1.130  -0.214  2.463
H  3.426  3.501  -0.679
H  -4.493  0.766  -1.335
H  6.168  -2.781  -0.019

---

Record 3
CH2Cl2S2 | wB97M-V/def2-TZVPD

## Properties
2S+1   1
E_tot   -1755.9482 a.u.
Charge   0
HOMO-LUMO gap (spin up / spin down)   8.2887 / 6.2253 eV
Energy relative to the best compared isomer or geometry (same formula, charge and spin)   58.10 kcal per mole

Atoms and positions in Å:
Cl  1.315  0.768  0.954
Cl  1.292  0.229  -1.937
S  0.302  -1.799  -0.100
S  -1.854  1.118  -0.442
C  0.776  -0.136  -0.332
H  -1.515  1.517  0.708
H  -0.316  -1.697  1.147

---

Record 4
C23H25FN6O | wB97M-V/def2-TZVPD

## Properties
2S+1   1
E_tot   -1395.0673 a.u.
SMILES string   COc1ccc(-c2nn(-c3ccccc3C)cc2CN[C@H](C)Cn2cncn2)cc1F
Charge   0
HOMO-LUMO gap   8.5934 eV
Energy relative to the best compared isomer or geometry (same formula, charge and spin)   1.17 kcal per mole

Atoms and positions in Å:
F  -0.488  1.374  -4.205
O  2.171  1.608  -4.127
N  -1.137  0.597  2.676
N  -0.313  1.052  1.733
N  0.991  -2.004  -3.071
N  -2.198  -2.409  -0.434
N  3.136  -1.505  -2.738
N  1.270  -2.080  -1.766
C  -1.253  -3.920  -2.072
C  0.429  0.946  4.442
C  2.129  -1.658  -3.621
C  2.566  -1.774  -1.586
C  -0.019  0.903  -0.648
C  -0.632  1.020  -1.894
C  2.118  1.337  -1.700
C  -2.708  -1.075  -0.166
C  1.524  1.408  -2.956
C  -0.753  0.585  0.572
C  -1.897  -0.236  0.779
C  -3.371  1.280  4.502
C  -2.095  -0.194  2.142
C  0.745  1.238  5.753
C  -1.587  1.494  6.233
C  3.581  1.610  -4.115
C  -1.122  -2.559  -1.388
C  0.131  1.267  -3.011
C  0.286  -2.413  -0.769
C  -0.271  1.500  6.657
C  -0.898  0.912  4.024
C  -1.931  1.213  4.915
C  1.359  1.091  -0.573
H  -2.375  1.725  6.935
H  -3.471  1.592  3.465
H  1.835  1.034  0.394
H  3.974  2.466  -3.557
H  3.185  1.456  -1.599
H  3.050  -1.760  -0.631
H  -2.008  -2.912  0.425
H  -1.132  -4.724  -1.349
H  -1.235  -1.778  -2.146
H  -2.238  -4.006  -2.521
H  -0.039  1.722  7.687
H  3.972  0.679  -3.693
H  3.880  1.694  -5.158
H  -3.703  -1.207  0.276
H  0.284  -1.621  -0.014
H  -1.701  0.944  -2.009
H  -2.834  -0.579  -1.128
H  -2.821  -0.701  2.743
H  -3.855  0.310  4.620
H  2.242  -1.511  -4.675
H  1.200  0.744  3.714
H  1.776  1.260  6.069
H  0.575  -3.353  -0.282
H  -0.501  -4.014  -2.849
H  -3.903  1.990  5.132